Entry 1:
# C5H9N3

An isolated molecule of C5H9N3 in a non-equilibrium geometry (ωB97M-V/def2-TZVPD, the Open Molecules 2025 dataset).

## Properties
- ΔE to the lowest compared entry with this formula, charge and spin: 8.002 eV
- SMILES string: N[C@]12CNN=C[C@@H]1C2
- Kohn-Sham gap: 9.185 eV

Geometry (Å):
N -0.613430 -0.345506 1.382886
C -0.580438 -0.426993 -0.044420
C 0.601882 -1.302627 -0.556118
N 1.669772 -0.410769 -0.257324
N 1.760257 0.939096 0.270559
C 0.714388 1.694592 0.187882
C -0.370982 0.847227 -0.488365
C -1.893374 0.365169 -0.538838
H -1.592322 -0.792325 1.827796
H 0.223769 -0.792685 2.061046
H 0.895133 -1.735623 -1.534698
H 0.747282 -2.012578 0.493193
H 2.592836 -0.831436 -0.160533
H 0.838980 2.888776 0.253465
H -0.067687 0.560982 -1.520301
H -2.599351 1.074858 0.048936
H -2.326719 0.279838 -1.425161

Cartesian forces (eV/Å) of the 2 atoms listed first:
N -1.86 -3.50 6.10
C -1.56 -2.70 2.09



Entry 2:
# C5H9N3

An isolated molecule of C5H9N3 in a non-equilibrium geometry (ωB97M-V/def2-TZVPD, the Open Molecules 2025 dataset).

## Properties
- ΔE to the lowest compared entry with this formula, charge and spin: 6.471 eV
- SMILES string: C=C1NC=N[C@H]1CN
- Kohn-Sham gap: 9.609 eV

Geometry (Å):
C -0.768837 -0.730751 1.941341
C 0.196309 -0.349650 0.999690
N 1.589044 -0.902640 1.139768
C 1.762151 -0.939839 -0.595316
N 1.062501 -0.002741 -1.121102
C 0.109128 0.688956 0.038293
C -1.093263 0.736184 -0.705427
N -0.591356 1.654630 -1.716520
H -1.951109 -0.390403 2.097986
H -0.539218 -1.721820 2.705621
H 1.309266 -2.064949 1.417984
H 2.649325 -1.485884 -0.795172
H 0.643707 1.689407 0.226401
H -2.004417 1.283362 -0.074517
H -1.559441 -0.355834 -0.856002
H -1.109071 1.519790 -2.513877
H 0.295280 1.372182 -2.189152

Cartesian forces (eV/Å) of the 2 atoms listed first:
C -0.60 -1.73 0.42
C -0.51 -2.21 6.71



Entry 3:
# C5H9N3O

A cluster of 2 separate species, C5H9N3O in total in a non-equilibrium geometry (ωB97M-V/def2-TZVPD, the Open Molecules 2025 dataset).

## Properties
- ΔE to the lowest compared entry with this formula, charge and spin: 6.917 eV
- Kohn-Sham gap (alpha / beta): 5.911 / 5.912 eV

Geometry (Å):
C -1.159754 0.402991 0.683322
C -1.851918 1.424652 1.441534
C 0.560506 -1.984094 -0.591312
C 1.711807 -1.004424 -0.801192
C 1.282503 0.319828 -1.375536
N 0.018126 2.207174 0.396212
N -2.868147 1.410158 2.162248
N -0.082900 0.972744 0.207588
O -1.073583 2.551705 1.274685
H -1.272019 -0.710324 0.825812
H -0.031094 -1.821959 0.203136
H -0.160066 -1.973885 -1.378067
H 0.857685 -3.037913 -0.273803
H 2.357997 -1.440647 -1.658082
H 2.444173 -0.851335 0.105657
H 2.003481 1.121096 -1.392121
H 0.578346 0.186072 -2.265062
H -3.315144 2.228161 2.434982

Cartesian forces (eV/Å) of the 2 atoms listed first:
C -1.32 -2.48 1.56
C 0.90 0.40 -0.17



Entry 4:
# C5H9N3O2

An isolated molecule of C5H9N3O2 in a non-equilibrium geometry (ωB97M-V/def2-TZVPD, the Open Molecules 2025 dataset).

## Properties
- ΔE to the lowest compared entry with this formula, charge and spin: 1.111 eV
- SMILES string: N/C=N\C[C@H]1CN1C(=O)O
- Kohn-Sham gap: 9.960 eV

Geometry (Å):
N 2.929695 0.282429 -0.728066
C 2.330683 1.110375 0.162511
N 1.075064 1.255329 0.376390
C 0.158732 0.645726 -0.562036
C -1.270265 0.786408 -0.095621
C -2.350280 -0.041185 -0.714547
N -1.930411 -0.274669 0.641562
C -1.419876 -1.444515 1.125649
O -1.847371 -2.551903 0.864691
O -0.468329 -1.218599 2.051462
H 2.427656 -0.170656 -1.477713
H 3.879376 -0.040928 -0.559071
H 3.036997 1.629600 0.821327
H 0.235205 1.137102 -1.551308
H 0.364041 -0.425115 -0.754190
H -1.533333 1.789519 0.251141
H -3.349777 0.377633 -0.843048
H -2.048047 -0.783888 -1.458334
H -0.219759 -2.062665 2.449201

Cartesian forces (eV/Å) of the 2 atoms listed first:
N 0.84 -0.45 -0.80
C -0.90 -0.27 1.14



Entry 5:
# C5H9N4

A cluster of 2 separate species, C5H9N4 in total in a non-equilibrium geometry (ωB97M-V/def2-TZVPD, the Open Molecules 2025 dataset).

## Properties
- 2S+1: 3
- ΔE to the lowest compared entry with this formula, charge and spin: 2.174 eV
- Kohn-Sham gap (alpha / beta): 7.985 / 7.008 eV
- Charge: +1

Geometry (Å):
C 2.926328 -1.199532 -0.245806
C 3.512385 -0.088086 0.116679
C 1.513122 -0.901343 -0.492957
C -3.113435 0.099536 0.091437
C -4.526541 0.193438 0.377323
N 2.620252 0.940110 0.182287
N 1.392779 0.570427 -0.142419
N 0.430661 1.318937 -0.161798
N -2.019717 0.247998 -0.174089
H 3.467019 -2.145011 -0.349330
H 4.413652 -0.028509 0.645166
H 1.167329 -0.976085 -1.539495
H -4.829721 1.067814 0.835054
H -5.094845 0.052014 -0.615933
H -4.897748 -0.551592 0.949787
H -0.584094 0.920890 -0.228538
H 0.806711 -1.347056 0.103926
H 2.815871 1.826057 0.648711

Cartesian forces (eV/Å) of the 2 atoms listed first:
C -1.16 -2.81 -1.30
C -0.20 3.21 1.79



Entry 6:
# C5H9N4S

The ion C5H9N4S with charge -1 in a non-equilibrium geometry (ωB97M-V/def2-TZVPD, the Open Molecules 2025 dataset).

## Properties
- ΔE to the lowest compared entry with this formula, charge and spin: 4.574 eV
- Kohn-Sham gap (alpha / beta): 5.776 / 5.774 eV
- Charge: -1

Geometry (Å):
C -0.670732 -1.832834 -0.041636
C 0.317983 -1.077546 -0.455135
C -1.562359 0.844288 -0.204920
C 1.158653 -1.489934 -1.612325
C 1.100271 0.272812 1.353006
N -0.341172 1.244441 -0.222575
N 0.623637 0.289349 -0.025297
N -3.839762 0.992210 -0.618617
N -2.620987 1.624480 -0.346563
S -1.648451 -2.719694 0.941119
H 0.758954 -2.304433 -2.189457
H 1.289931 -0.637744 -2.225171
H 2.191980 -1.765094 -1.182855
H 2.002940 -0.252065 1.617283
H 1.235396 1.193388 1.825763
H 0.228697 -0.176470 1.880616
H -3.771186 -0.020582 -0.636242
H -3.928452 1.259997 -1.656427
H -2.505420 2.666953 -0.690915

Cartesian forces (eV/Å) of the 2 atoms listed first:
C -0.92 0.38 2.49
C -0.58 -0.49 -0.94



Entry 7:
# C5H9NO

An isolated molecule of C5H9NO (ωB97M-V/def2-TZVPD, the Open Molecules 2025 dataset).

## Properties
- ΔE to the lowest compared entry with this formula, charge and spin: 1.985 eV
- SMILES string: C[C@H]1N[C@H]1CC=O
- Kohn-Sham gap: 10.642 eV

Geometry (Å):
C -1.362799 -0.148727 1.235937
C -1.231486 0.040775 -0.253187
N -0.902572 1.386666 -0.728293
C 0.051761 0.300507 -0.942524
C 1.374819 0.358801 -0.221549
C 1.895536 -1.026635 0.090312
O 1.198287 -2.011827 0.153508
H -0.628701 0.455108 1.777225
H -2.356133 0.168941 1.570768
H -1.218657 -1.200175 1.503523
H -1.947495 -0.535225 -0.841036
H -1.396322 1.606083 -1.588550
H 0.131526 -0.101636 -1.953512
H 1.274678 0.904127 0.727322
H 2.128795 0.909660 -0.799628
H 2.988762 -1.106443 0.269691

Cartesian forces (eV/Å) of the 2 atoms listed first:
C 0.04 0.02 0.03
C -0.11 -0.21 0.06



Entry 8:
# C5H9NO

An isolated molecule of C5H9NO in a non-equilibrium geometry (ωB97M-V/def2-TZVPD, the Open Molecules 2025 dataset).

## Properties
- ΔE to the lowest compared entry with this formula, charge and spin: 3.295 eV
- SMILES string: C[C@H]1N[C@H]1CC=O
- Kohn-Sham gap: 10.259 eV

Geometry (Å):
C -1.353481 -0.195507 1.171312
C -1.254384 0.137026 -0.273603
N -0.836545 1.383886 -0.828579
C 0.100635 0.299298 -0.992573
C 1.391783 0.437476 -0.232442
C 1.939931 -0.919944 0.098721
O 1.300747 -1.938020 -0.041518
H -0.423993 0.042782 1.689916
H -2.174471 0.360802 1.615687
H -1.536484 -1.272488 1.288428
H -2.008954 -0.370202 -0.897909
H -1.367323 1.647065 -1.645280
H -0.145284 -0.664699 -1.413547
H 1.220118 0.981567 0.709610
H 2.173164 1.027597 -0.742842
H 2.974539 -0.956640 0.494626

Cartesian forces (eV/Å) of the 2 atoms listed first:
C -0.11 0.27 0.34
C -0.29 0.14 0.49



Entry 9:
# C5H9NO

A cluster of 2 separate species, C5H9NO in total in a non-equilibrium geometry (ωB97M-V/def2-TZVPD, the Open Molecules 2025 dataset).

## Properties
- ΔE to the lowest compared entry with this formula, charge and spin: 6.455 eV
- Kohn-Sham gap (alpha / beta): 7.692 / 7.694 eV

Geometry (Å):
C -3.010625 -0.719333 0.179194
C 0.231008 -1.286890 -1.132549
C 0.663840 -0.845498 0.258390
C -0.685451 -0.551619 -0.136082
C 1.760335 0.116777 0.459940
N -1.818715 -0.933336 0.148258
O -0.972007 2.235550 0.083127
H -3.931774 -1.051920 0.603377
H -1.559772 2.782563 0.568695
H 0.680470 -0.942864 -2.105915
H -0.001272 -2.320304 -1.353221
H 0.587262 -1.719173 1.047032
H 1.594623 1.034607 0.003750
H 2.725676 -0.375201 -0.024517
H 1.921869 0.280479 1.461725
H -1.692399 1.697997 -0.304199

Cartesian forces (eV/Å) of the 2 atoms listed first:
C 0.05 0.81 0.57
C 0.03 -0.03 -0.76



Entry 10:
# C5H9NO

An isolated molecule of C5H9NO in a non-equilibrium geometry (ωB97M-V/def2-TZVPD, the Open Molecules 2025 dataset).

## Properties
- ΔE to the lowest compared entry with this formula, charge and spin: 3.364 eV
- SMILES string: C[C@H]1N[C@H]1[C@H]1CO1
- Kohn-Sham gap: 10.624 eV

Geometry (Å):
C 0.726689 -1.681519 0.579432
C -0.296311 -0.751051 1.288519
N -0.113625 0.665822 1.645721
C -0.984373 0.353175 0.527210
C -0.425037 0.477848 -0.867163
C 0.051082 1.743767 -1.416503
O 0.964199 0.768876 -0.928268
H 0.291163 -2.107389 -0.337237
H 0.990861 -2.560970 1.198200
H 1.654393 -1.176674 0.321669
H -0.675861 -1.428775 2.027741
H 0.788506 1.002941 1.316956
H -2.023024 0.698743 0.618814
H -0.747457 -0.303714 -1.560917
H 0.085917 1.886126 -2.494528
H -0.038386 2.647351 -0.814994

Cartesian forces (eV/Å) of the 2 atoms listed first:
C 0.11 0.23 -0.09
C 0.50 -0.68 -0.41



Entry 11:
# C5H9NO

An isolated molecule of C5H9NO (ωB97M-V/def2-TZVPD, the Open Molecules 2025 dataset).

## Properties
- ΔE to the lowest compared entry with this formula, charge and spin: 2.998 eV
- SMILES string: C[C@H]1CC/C1=N\O
- Kohn-Sham gap: 10.501 eV

Geometry (Å):
C 0.384251 1.327557 -1.459965
C 0.644041 0.210360 -0.464735
C 1.009155 0.543254 1.005728
C 0.005600 -0.535183 1.510499
C -0.483573 -0.628705 0.077307
N -1.348710 -1.206687 -0.635688
O -2.205377 -2.052306 0.050274
H 1.331789 1.814181 -1.714563
H -0.295250 2.088096 -1.059035
H -0.054894 0.935327 -2.383755
H 1.367932 -0.492184 -0.896902
H 2.058220 0.410449 1.278470
H 0.690484 1.554652 1.277266
H -0.712213 -0.222658 2.275618
H 0.476795 -1.466675 1.843909
H -2.740590 -2.344696 -0.695362

Cartesian forces (eV/Å) of the 2 atoms listed first:
C 0.00 0.03 -0.02
C 0.12 0.03 -0.12



Entry 12:
# C5H9NO

An isolated molecule of C5H9NO (ωB97M-V/def2-TZVPD, the Open Molecules 2025 dataset).

## Properties
- ΔE to the lowest compared entry with this formula, charge and spin: 0.917 eV
- SMILES string: CC1(C)COC=N1
- Kohn-Sham gap: 10.560 eV

Geometry (Å):
C 0.621412 -1.510620 0.355158
C -0.083470 -0.185974 0.072277
C -1.064039 0.164742 1.193558
C 0.924956 0.963766 -0.197199
O 0.464214 1.569223 -1.416634
C -0.482693 0.725217 -1.883723
N -0.837067 -0.273614 -1.193850
H -0.116379 -2.312635 0.452864
H 1.196395 -1.454996 1.287791
H 1.303510 -1.772614 -0.461494
H -0.523427 0.458434 2.096057
H -1.713110 0.994894 0.897649
H -1.698246 -0.690648 1.441570
H 0.941090 1.729550 0.579279
H 1.944712 0.601333 -0.366497
H -0.877857 0.993941 -2.856806

Cartesian forces (eV/Å) of the 2 atoms listed first:
C 0.01 -0.03 0.02
C 0.17 -0.04 0.16



Entry 13:
# C5H9NO

A cluster of 2 separate species, C5H9NO in total in a non-equilibrium geometry (ωB97M-V/def2-TZVPD, the Open Molecules 2025 dataset).

## Properties
- ΔE to the lowest compared entry with this formula, charge and spin: 8.710 eV
- Kohn-Sham gap: 4.702 eV

Geometry (Å):
O 2.131831 -2.199114 -1.008123
C 1.752988 -1.220940 -0.270545
C 1.395850 0.027258 -0.661294
C 1.045763 1.131945 0.375350
C -0.323191 1.854036 0.172127
C -1.430981 1.123471 0.219621
N -2.851013 1.511011 0.230599
H 1.680019 -1.353389 0.834874
H 1.316045 0.283933 -1.728917
H 0.062942 -3.756957 0.419975
H 0.973279 0.524886 1.308093
H 1.889328 1.816545 0.473090
H 0.021008 -3.370743 -0.236278
H -1.370752 0.046133 0.357658
H -2.931300 2.541671 0.098249
H -3.361816 1.040256 -0.584480

Cartesian forces (eV/Å) of the 2 atoms listed first:
O -0.75 3.10 1.75
C 0.67 -5.32 0.12



Entry 14:
# C5H9NO

A cluster of 2 separate species, C5H9NO in total in a non-equilibrium geometry (ωB97M-V/def2-TZVPD, the Open Molecules 2025 dataset).

## Properties
- ΔE to the lowest compared entry with this formula, charge and spin: 1.432 eV
- SMILES string: C/C=C(\C)C#N.O
- Kohn-Sham gap: 10.482 eV

Geometry (Å):
C 0.161567 -0.199817 -1.782615
C 0.753407 0.032016 -0.428626
C 0.343926 -0.522734 0.723456
C -0.792256 -1.506649 0.876450
C 1.061326 -0.175003 1.926808
N 1.618314 0.114851 2.901434
H 0.769901 -0.925344 -2.337111
H 0.146821 0.735893 -2.347128
H -0.859526 -0.587549 -1.735831
H 1.608007 0.705301 -0.389253
H -1.237746 -1.442986 1.872584
H -0.432652 -2.532574 0.738197
H -1.577520 -1.323722 0.138044
O -0.707374 2.587956 -0.399924
H -0.056248 3.172534 0.006586
H -0.799945 1.867827 0.236929

Cartesian forces (eV/Å) of the 2 atoms listed first:
C -0.07 -0.03 0.01
C 0.02 -0.15 0.15



Entry 15:
# C5H9NO

A cluster of 2 separate species, C5H9NO in total in a non-equilibrium geometry (ωB97M-V/def2-TZVPD, the Open Molecules 2025 dataset).

## Properties
- ΔE to the lowest compared entry with this formula, charge and spin: 1.595 eV
- SMILES string: C=C[C@H](C)C#N.O
- Kohn-Sham gap: 11.551 eV

Geometry (Å):
C 0.146930 -0.967261 1.631657
C 0.722554 -0.210902 0.700367
C 0.077724 1.015994 0.090125
C 0.057097 0.958555 -1.445812
C 0.805831 2.211161 0.554698
N 1.394493 3.138588 0.917226
H -0.846684 -0.737906 2.015347
H 0.651176 -1.835423 2.049773
H 1.722687 -0.448279 0.334840
H -0.951368 1.098705 0.462506
H -0.513012 0.080515 -1.765234
H 1.075103 0.892267 -1.844293
H -0.409756 1.857935 -1.856206
O -1.596689 -2.122859 -0.757334
H -0.854864 -1.861454 -0.193249
H -1.481224 -3.069634 -0.894409

Cartesian forces (eV/Å) of the 2 atoms listed first:
C 0.09 0.13 -0.08
C -0.04 -0.15 0.18